Entry from OMol25: a structure of composition C16H34HgOP2 (ωB97M-V/def2-TZVPD).

ORCA input file:
```
! wB97M-V def2-TZVPD RIJCOSX def2/J DEFGRID3
* xyz 0 1
P -0.41238 -1.20511 -5.56834
P 0.36152 2.01498 -4.18028
C 0.18625 0.32181 -6.47784
C 1.09464 1.28076 -5.69734
H -0.70229 0.84261 -6.88277
H 0.73521 -0.03402 -7.36393
H 2.07105 0.82714 -5.46001
H 1.30261 2.15674 -6.33337
C -0.64043 3.34570 -4.91340
H -1.19172 3.87762 -4.12792
H -1.35468 2.93852 -5.64374
H 0.02432 4.05348 -5.42953
C 1.66856 2.76762 -3.22036
H 1.88080 3.73429 -3.70592
H 2.58934 2.16303 -3.26325
H 1.40503 2.94250 -2.16752
C -1.92282 -1.96838 -6.41887
H -1.96267 -3.04135 -6.21291
H -1.85355 -1.81870 -7.49834
H -2.87890 -1.54003 -6.09578
C 0.59950 -2.31808 -6.86167
H 1.67059 -2.07239 -6.83688
H 0.25819 -2.14767 -7.88834
H 0.49342 -3.38820 -6.64284
Hg 1.64713 0.74008 0.07349
C -0.96242 0.78204 -3.70071
C -1.67109 -0.31583 -4.45541
C -2.33410 -1.31835 -3.46742
C -1.42870 -2.53628 -3.13962
C -0.39105 -2.71789 -4.19131
C 0.75394 -1.82435 -4.31340
C 1.06183 -0.82033 -3.18476
C -0.08740 0.06192 -2.64173
C 1.55582 -1.33220 0.32202
H -1.70774 1.41862 -3.18597
H -2.46469 0.12738 -5.07102
H -3.26818 -1.74250 -3.86678
H -2.60577 -0.79311 -2.54544
H -0.96474 -2.49400 -2.14071
H -2.05493 -3.44406 -3.13510
H -0.34746 -3.67780 -4.70830
H 1.67627 -2.24466 -4.71090
H 1.93031 -0.19106 -3.46703
H 1.41144 -1.41476 -2.32776
H -0.71806 -0.51580 -1.96276
H 0.33835 0.84350 -1.98920
H 2.12813 -1.60029 1.22303
H 1.96539 -1.87637 -0.53982
H 0.51565 -1.63822 0.46996
C 0.49737 2.99993 1.33845
O 1.27608 2.78709 0.17020
H 1.06909 3.48590 2.15667
H 0.08636 2.05132 1.76817
H -0.38488 3.63870 1.12940
*
```

The value obtained for the gap between HOMO and LUMO is 4.366 eV. For the energy above the lowest of the compared OMol25 structures with the same formula, charge and spin, the calculation gives 40.9 kcal/mol. For the highest occupied orbital energy, the calculation gives -4.398 eV.

***

Entry from OMol25: a cluster of 2 separate species, C16H20NO4 in total (ωB97M-V/def2-TZVPD).

ORCA input file:
```
! wB97M-V def2-TZVPD RIJCOSX def2/J DEFGRID3
* xyz -1 1
C 2.51585 1.79000 3.45954
C 1.75704 1.66367 2.13070
C 0.84467 0.44154 2.21505
O 1.01638 -0.57009 1.55630
C -0.16029 0.57274 3.36189
C 0.60143 0.77032 4.68505
O 1.69530 1.69788 4.63066
H 3.30438 1.01370 3.50289
H 2.99553 2.77268 3.56976
H 1.16087 2.57606 1.95367
H 2.46647 1.52040 1.31060
H -0.81466 1.44484 3.19018
H -0.77078 -0.33319 3.41150
H -0.03744 1.19620 5.47291
H 0.97667 -0.20736 5.04613
C -3.48913 -3.47815 2.06532
C -3.13488 -3.06307 0.66398
O -2.27638 -1.89566 0.76732
C -1.85331 -1.47290 -0.44217
C -0.84907 -0.35952 -0.34556
N -0.10243 -0.18680 -1.36098
C 0.80009 0.56842 -1.90111
C 0.94421 0.80435 -3.32431
C 2.11851 1.41056 -3.84238
C 2.28290 1.60168 -5.20979
C 1.25411 1.23102 -6.09407
C 0.08076 0.64425 -5.59538
C -0.08147 0.43834 -4.21949
O -2.24223 -1.94236 -1.49899
H -4.05214 -4.41262 2.04976
H -2.58956 -3.64560 2.66403
H -4.10654 -2.71358 2.54288
H -2.59630 -3.87922 0.16495
H -4.03626 -2.80378 0.09278
H -0.94015 0.27290 0.55525
H 1.55382 1.04711 -1.26347
H 2.89148 1.71057 -3.13122
H 3.21064 2.04189 -5.58854
H 1.36710 1.40241 -7.16555
H -0.71853 0.33720 -6.27313
H -0.98668 -0.00683 -3.80695
*
```

The value obtained for the gap between HOMO and LUMO is 4.538 eV. For the energy above the lowest of the compared OMol25 structures with the same formula, charge and spin, the calculation gives 0.0 kcal/mol. For the highest occupied orbital energy, the calculation gives -1.832 eV.

***

Entry from OMol25: a structure of composition C9H15CoO6 (ωB97M-V/def2-TZVPD).

ORCA input file:
```
! wB97M-V def2-TZVPD RIJCOSX def2/J DEFGRID3
* xyz 1 4
O -2.94276 0.63024 -0.16292
C -3.03278 0.15607 0.95647
C -1.90434 -0.59505 1.57974
O -0.91958 -0.80766 0.59720
C 0.31667 -1.38669 1.00510
C 1.30404 -0.35066 1.47185
O 0.81095 0.27998 2.57040
C 1.06746 1.66644 2.68425
H -2.28187 -1.55297 1.97605
H -3.90220 0.37752 1.59818
H -1.55900 -0.01652 2.45227
H 0.71798 -1.89482 0.11926
H 0.13847 -2.14355 1.78209
H 2.29582 -0.80742 1.63496
H 1.46409 0.51960 0.56733
H 0.67613 1.99240 3.65333
H 2.14785 1.87198 2.63152
H 0.52548 2.19284 1.88417
O -1.80356 -1.25271 -2.54052
C -0.75056 -1.74569 -3.15648
C 0.50315 -1.29136 -2.95168
O 0.64514 -0.41594 -1.86448
C 1.42016 0.75149 -2.04478
C 0.89667 1.76125 -1.05888
O -0.35207 1.79518 -0.90020
Co -1.25221 -0.00587 -1.16979
H -0.91072 -2.49299 -3.94625
H 1.41607 -1.65333 -3.41969
H 1.32163 1.14706 -3.06964
H 2.48634 0.55820 -1.84229
H 1.45756 2.71298 -1.03658
*
```

The value obtained for the gap between HOMO and LUMO (alpha / beta) is 6.621 / 6.487 eV. The expectation value of S² is 3.757. For the energy above the lowest of the compared OMol25 structures with the same formula, charge and spin, the calculation gives 9.7 kcal/mol. For the highest occupied orbital energy (alpha / beta), the calculation gives -11.232 / -11.210 eV.

***

Entry from OMol25: the molecule C4H8O3 (ωB97M-V/def2-TZVPD).

ORCA input file:
```
! wB97M-V def2-TZVPD RIJCOSX def2/J DEFGRID3
* xyz 0 1
O 1.73966 -1.68147 -0.47265
C 1.22999 -0.59428 -0.25514
O 1.72150 0.30841 0.61510
C -0.10773 -0.22996 -0.78442
C -0.94496 0.82511 -0.04431
C -2.35982 0.63538 -0.54983
O -0.94194 0.50482 1.39296
H 2.56849 -0.13216 0.81687
H -0.76740 -1.10398 -0.81506
H 0.03052 0.11029 -1.82480
H -0.50065 1.83153 -0.07772
H -2.69580 -0.38710 -0.52474
H -2.20033 0.75966 -1.62510
H -3.10518 1.32902 -0.12142
H -0.31672 1.13061 1.77086
*
```

The value obtained for the gap between HOMO and LUMO is 10.931 eV. As for the structure (SMILES): C[C@@H](O)CC(=O)O. For the energy above the lowest of the compared OMol25 structures with the same formula, charge and spin, the calculation gives 20.5 kcal/mol. For the highest occupied orbital energy, the calculation gives -10.301 eV.

***

Entry from OMol25: a cluster of 2 separate species, C4H5BrClN in total (ωB97M-V/def2-TZVPD).

ORCA input file:
```
! wB97M-V def2-TZVPD RIJCOSX def2/J DEFGRID3
* xyz 0 1
C -0.04058 3.21417 -0.20529
C -0.40834 -0.84527 -0.16299
C 1.67624 0.65613 0.03773
C 0.95728 -0.42230 -0.60696
N 0.23964 3.53953 -1.28415
Cl 1.88276 -1.93266 -1.07927
Br 3.58602 0.57081 0.14991
H -1.02494 -1.33719 -0.91176
H -0.27687 -1.44984 0.78499
H -1.12370 -0.11436 0.18602
H -0.48562 3.22389 0.73935
H 0.90475 -0.07428 -1.68973
*
```

The value obtained for the gap between HOMO and LUMO is 8.000 eV. For the energy above the lowest of the compared OMol25 structures with the same formula, charge and spin, the calculation gives 76.0 kcal/mol. For the highest occupied orbital energy, the calculation gives -9.137 eV.

***

Entry from OMol25: a structure of composition C50H37FN9PbSbSe4 (ωB97M-V/def2-TZVPD).

ORCA input file:
```
! wB97M-V def2-TZVPD RIJCOSX def2/J DEFGRID3
* xyz -2 1
Pb 0.70476 -0.75943 1.00535
C 3.36964 -5.91154 2.94487
C 2.07228 -6.29292 3.27959
C 1.09987 -5.34442 3.56571
C 1.45084 -4.01020 3.47705
C 0.64593 -2.78284 3.47503
N -0.58487 -2.69013 3.84859
C -1.37033 -1.62384 3.51763
C -2.54038 -1.17048 4.18275
C -3.16515 -1.49509 5.39462
C -4.31838 -0.83643 5.74759
C -4.87180 0.17098 4.92522
C -4.26606 0.54373 3.75407
C -3.08741 -0.12402 3.36747
C -2.23473 -0.04435 2.26487
N -2.44176 0.71331 1.01857
C -1.34818 1.69075 0.80965
N -0.09955 1.41618 1.24305
C 0.62692 2.57263 1.08806
N 1.95682 2.75647 1.34597
C 2.78319 1.82590 1.67988
N 2.53941 0.47973 1.87468
C 3.65068 -0.13408 2.29367
N 3.77590 -1.40952 2.65038
C 2.70736 -2.17045 2.89846
N 1.44743 -1.74020 3.03709
C 2.75134 -3.62616 3.11544
C 3.73058 -4.57288 2.87119
C 4.76702 0.83021 2.27660
C 6.12866 0.71095 2.49489
C 6.91861 1.84027 2.33032
C 6.36129 3.07103 1.98685
C 4.99507 3.19702 1.77635
C 4.21284 2.06477 1.91088
C -0.20570 3.56821 0.53918
C 0.04636 4.94844 0.18673
C -0.81723 5.58381 -0.61712
C -1.95950 4.85373 -1.26541
C -2.51833 3.60293 -0.52002
C -1.47756 2.99628 0.36374
N -1.22527 -0.91604 2.36408
H 4.09990 -6.67717 2.71456
H 1.81371 -7.34399 3.29492
H 0.08169 -5.62673 3.79715
H -2.74197 -2.25276 6.04170
H -4.82544 -1.09176 6.67013
H -5.78905 0.65889 5.23262
H -4.67286 1.33865 3.13644
H 4.73182 -4.26907 2.59445
H 6.56347 -0.24277 2.76479
H 7.99047 1.76376 2.46614
H 7.01123 3.92926 1.86802
H 4.54233 4.13995 1.49930
H 0.89564 5.45117 0.63317
H -0.71256 6.63949 -0.84344
H -2.76522 5.54712 -1.51663
H -3.47445 3.74518 -0.00192
C 1.70620 1.53898 -4.55079
C 1.57748 1.96997 -3.08412
C 2.36812 1.00839 -2.19688
C 0.11908 2.20898 -2.68754
C -0.29241 3.47524 -2.74537
C -1.68238 3.94858 -2.51975
C -2.59390 2.86772 -1.90924
C -2.11151 1.44812 -1.94012
C -3.16001 0.47527 -1.42571
C -2.74144 -0.24869 -0.13405
C -3.57767 -0.55883 -2.47471
C -0.84114 1.13308 -2.28415
N -0.35072 -0.17343 -2.18279
C -0.39312 -0.99877 -3.17886
C -0.97990 -0.69568 -4.44741
C -1.01201 -1.59800 -5.45694
C -0.37377 -2.89048 -5.33888
C 0.22310 -3.24922 -4.20153
C 0.18093 -2.38794 -3.00667
F 1.46861 -2.32069 -2.44700
H 2.75564 1.58444 -4.85286
H 1.11839 2.18825 -5.20173
H 1.36510 0.51515 -4.68566
H 2.05871 2.94731 -2.97900
H 2.19371 -0.02861 -2.46611
H 2.09301 1.14956 -1.15901
H 3.43955 1.20399 -2.29374
H 0.40992 4.24309 -3.05755
H -2.03508 4.39994 -3.45452
H -3.61168 2.92767 -2.30530
H -4.05248 1.06366 -1.16406
H -1.86730 -0.86954 -0.29620
H -3.55135 -0.89405 0.21065
H -3.29429 1.25985 1.14557
H -2.74631 -1.20145 -2.73865
H -3.91689 -0.06521 -3.38505
H -4.38582 -1.19362 -2.10644
H -1.43066 0.28175 -4.56001
H -1.43550 -1.32078 -6.41098
H -0.40013 -3.56668 -6.18127
H 0.70401 -4.20942 -4.07674
Se -1.73455 -6.65594 -3.81076
Sb -2.86692 -4.64641 -3.02106
Se -0.89957 -3.34832 -1.60280
Se -3.83815 -3.34432 -4.90459
Se -4.56425 -4.86445 -1.28460
*
```

The value obtained for the gap between HOMO and LUMO is 4.193 eV. For the highest occupied orbital energy, the calculation gives -1.735 eV.